Below is a structure of composition C15H27N2O4PtSi, with properties calculated with ωB97M-V/def2-TZVPD.

Values from the calculation:
<S²>: 6.04
Highest occupied orbital energy (spin up / spin down), eV: -18.10 / -18.74

ORCA input file:
```
! wB97M-V def2-TZVPD RIJCOSX def2/J DEFGRID3
* xyz 3 5
Pt -0.13493 0.96763 -0.71524
C 3.82227 2.71719 -3.77674
O 2.83202 3.07345 -2.76624
C 1.98982 2.22004 -2.29306
O 1.15408 2.59133 -1.45002
N 2.03028 0.92594 -2.71517
N 1.04524 0.01979 -2.25210
H 4.36963 3.63417 -3.95794
H 3.31741 2.40234 -4.68896
H 4.49561 1.95854 -3.38077
H 2.63945 0.61373 -3.45684
H 1.52010 -0.82947 -1.95397
H 0.42288 -0.22213 -3.02359
C -2.94480 3.96057 1.71675
Si -2.19738 3.66948 0.06033
C -0.51051 5.03648 0.40305
C -3.03177 4.28794 -1.44303
O -1.49547 2.23562 -0.10499
H -3.27709 4.99345 1.82156
H -2.30673 3.68881 2.55404
H -3.83323 3.31509 1.72449
H -1.06560 5.96347 0.29301
H 0.02454 4.65016 -0.46247
H -0.11198 4.81108 1.38287
H -3.45430 5.28054 -1.27413
H -3.85785 3.61507 -1.69096
H -2.37350 4.33920 -2.31086
C -1.55116 -6.20918 1.29464
C -0.79265 -4.95858 1.34370
C 0.58599 -4.95602 1.65044
C 1.28430 -3.78705 1.71910
C 2.74029 -3.79879 2.07060
C 0.58390 -2.53940 1.43351
C 1.41374 -1.29870 1.45378
O 1.16501 -0.27950 0.83705
C -0.81294 -2.49315 1.18353
C -1.62044 -1.22616 1.07751
C -1.46882 -3.69803 1.13653
H -0.94537 -7.05562 0.97070
H -2.47907 -6.13396 0.73179
H -1.83108 -6.43647 2.34208
H 1.07684 -5.90191 1.84093
H 3.08274 -4.81990 2.21501
H 2.93337 -3.25147 2.99637
H 3.34932 -3.35068 1.28162
H 2.31081 -1.32350 2.08300
H -1.44243 -0.56539 1.92621
H -2.68017 -1.47104 1.05368
H -1.43357 -0.63520 0.16300
H -2.53680 -3.72980 0.95618
*
```



Below is a cluster of 17 separate species, C26H36Cl48FO2P in total in a non-equilibrium geometry, with properties calculated with ωB97M-V/def2-TZVPD.

Values from the calculation:
Highest occupied orbital energy, eV: -8.16

ORCA input file:
```
! wB97M-V def2-TZVPD RIJCOSX def2/J DEFGRID3
* xyz 0 1
C -1.91212 -3.67274 -1.52692
C -2.98477 -4.66478 -2.01499
P -3.36680 -4.80702 -3.81523
C -3.43337 -3.11631 -4.57552
C -2.20475 -2.15457 -4.60371
C -2.28083 -0.94609 -3.61881
C -2.22321 0.39412 -4.36905
O -1.89213 1.50685 -3.51254
C -0.57427 1.75513 -3.33593
O 0.35969 1.19121 -3.89601
C -1.79774 -5.53745 -4.49282
C -2.10925 -6.45776 -5.69548
C -1.00765 -6.49920 -6.77319
F -2.30952 -7.77023 -5.18383
H -1.50257 -4.01877 -0.56222
H -1.07280 -3.56587 -2.22328
H -2.36088 -2.69190 -1.31781
H -3.91922 -4.50524 -1.45739
H -2.65178 -5.68554 -1.74686
H -4.32392 -2.60463 -4.17270
H -3.67962 -3.34689 -5.62916
H -1.25923 -2.68861 -4.45804
H -2.18047 -1.72786 -5.61955
H -3.22710 -0.97187 -3.05212
H -1.48076 -0.99088 -2.86741
H -3.23831 0.62441 -4.73906
H -1.55329 0.36266 -5.23628
H -0.40535 2.58666 -2.63302
H -1.43954 -6.16837 -3.66485
H -1.04238 -4.78160 -4.74253
H -3.08005 -6.16390 -6.13385
H -0.70732 -7.54668 -6.91864
H -1.36840 -6.10303 -7.72991
H -0.11303 -5.94763 -6.44223
C 1.07521 -0.69543 0.28524
Cl -0.56749 -0.58434 0.92573
Cl 1.69912 -2.34492 0.37326
Cl 1.10619 -0.08813 -1.37148
H 1.71956 -0.07240 0.89353
C -5.18924 2.60272 -2.39285
Cl -6.49182 2.44420 -3.57092
Cl -5.57183 3.83736 -1.18876
Cl -4.84418 1.05971 -1.61783
H -4.29416 2.91339 -2.91837
C 0.29399 5.37423 -0.40267
Cl -1.35256 4.79004 -0.67404
Cl 0.47750 6.00414 1.23681
Cl 1.46176 4.08782 -0.71190
H 0.48568 6.18327 -1.09561
C 1.81369 3.25700 3.96383
Cl 3.47166 3.62043 3.48045
Cl 1.45950 1.53830 3.78028
Cl 1.47540 3.81588 5.59482
H 1.14948 3.80129 3.30325
C 1.97528 10.16799 1.85794
Cl 0.74905 10.04491 0.57899
Cl 1.44191 11.17169 3.20001
Cl 2.41479 8.56001 2.43412
H 2.85404 10.62082 1.41781
C -1.63320 14.29403 1.23375
Cl -0.55797 15.20145 2.30222
Cl -1.77848 15.09757 -0.33158
Cl -1.05939 12.63882 1.04390
H -2.61427 14.26816 1.68988
C 5.46713 12.80967 2.73522
Cl 5.54402 11.10276 3.17910
Cl 6.76729 13.22845 1.61961
Cl 3.89045 13.19792 2.04788
H 5.59299 13.39802 3.63497
C 1.01359 -8.59917 -2.73510
Cl 0.10542 -7.33104 -1.91849
Cl 1.33049 -8.17134 -4.41545
Cl 2.53034 -8.92263 -1.88210
H 0.41605 -9.50561 -2.73119
C -0.54616 2.93534 8.91853
Cl -0.34559 1.52417 9.95503
Cl -2.18938 3.56444 9.02194
Cl 0.63949 4.18219 9.32798
H -0.36362 2.63173 7.89447
C 3.65798 -11.77706 0.71487
Cl 5.33643 -11.27738 0.89701
Cl 3.54071 -13.46562 0.22338
Cl 2.74179 -11.49067 2.20969
H 3.21600 -11.16995 -0.06313
C 6.86571 -13.82559 4.40738
Cl 7.60368 -12.23429 4.60772
Cl 5.46254 -13.73440 3.34563
Cl 8.04306 -14.99089 3.79938
H 6.53255 -14.16395 5.37971
C -1.06414 7.00396 5.88028
Cl -2.80781 7.04247 6.14993
Cl -0.26300 6.10825 7.17996
Cl -0.70556 6.33764 4.28293
H -0.69933 8.02281 5.89902
C -2.73016 2.64555 2.57548
Cl -1.06848 2.99179 2.10211
Cl -3.11107 0.94169 2.32368
Cl -3.01659 3.09855 4.25557
H -3.38069 3.24363 1.94875
C -0.30421 -12.72468 -1.45286
Cl 0.63839 -11.85687 -0.24179
Cl -0.35946 -11.80129 -2.96214
Cl 0.32857 -14.33991 -1.74742
H -1.31410 -12.82237 -1.07507
C 3.65339 17.13668 -0.01839
Cl 4.29204 16.88840 -1.64345
Cl 2.03492 16.44897 0.13650
Cl 4.73626 16.45070 1.19334
H 3.58382 18.20236 0.15587
C -0.72900 -8.81905 2.07133
Cl -0.36646 -7.11241 1.81446
Cl -1.59788 -9.05632 3.58765
Cl -1.63939 -9.48602 0.71500
H 0.21049 -9.35529 2.13636
*
```



Below is a cluster of 6 separate species, H12O6 in total in a non-equilibrium geometry, with properties calculated with ωB97M-V/def2-TZVPD.

Values from the calculation:
Energy relative to the best compared isomer or geometry (same formula, charge and spin), kcal/mol: 26.4
Highest occupied orbital energy, eV: -11.11
SMILES string: O.O.O.O.O.O

ORCA input file:
```
! wB97M-V def2-TZVPD RIJCOSX def2/J DEFGRID3
* xyz 0 1
O -1.32097 1.62986 -0.09425
H -1.44111 2.60084 -0.34748
H -0.58253 1.18774 -0.71157
O 0.87825 1.07822 -1.61593
H 0.64446 0.00980 -1.61852
H 1.68695 1.09041 -0.97983
O 2.49786 -0.39507 0.26606
H 1.75786 -0.04878 0.84365
H 2.00251 -1.10114 -0.21258
O 0.21575 -1.65967 -1.44652
H -0.13829 -2.39526 -2.01192
H -0.44462 -1.43846 -0.75589
O -1.74628 -1.22215 0.62982
H -2.25571 -0.38952 0.28355
H -1.24594 -0.86217 1.43600
O -0.07119 0.31584 1.90785
H 0.08036 0.40043 2.86079
H -0.51737 1.19907 1.56678
*
```



Below is a cluster of 2 separate species, C2H11NSi2 in total in a non-equilibrium geometry, with properties calculated with ωB97M-V/def2-TZVPD.

Values from the calculation:
Energy relative to the best compared isomer or geometry (same formula, charge and spin), kcal/mol: 14.9
Highest occupied orbital energy, eV: -8.94

ORCA input file:
```
! wB97M-V def2-TZVPD RIJCOSX def2/J DEFGRID3
* xyz 0 1
C 0.07344 -2.19345 0.65472
C -0.70609 -0.08447 -1.79580
N 0.66212 0.90495 0.52668
Si -0.43916 2.07160 1.31562
Si 0.46138 -0.53433 -0.37338
H -0.44422 -2.71382 -0.07120
H 1.11492 -2.52888 0.60406
H -0.32687 -2.01011 1.63791
H -1.46582 -0.69452 -2.13099
H -0.96409 1.01558 -1.64915
H 0.04042 -0.09324 -2.64779
H 1.57334 1.00507 0.90410
H -1.10677 1.57694 2.55126
H 0.67848 3.02046 1.61122
H -1.47717 2.19549 0.24549
H 2.32608 -0.93727 -1.38274
*
```



Below is a structure of composition C33H40Br2CoFN10O2PS in a non-equilibrium geometry, with properties calculated with ωB97M-V/def2-TZVPD.

Values from the calculation:
Energy relative to the best compared isomer or geometry (same formula, charge and spin), kcal/mol: 14.3
<S²>: 3.76
Highest occupied orbital energy (spin up / spin down), eV: -7.07 / -7.10

ORCA input file:
```
! wB97M-V def2-TZVPD RIJCOSX def2/J DEFGRID3
* xyz 0 4
Co -0.27916 1.08697 -0.19869
C 1.54584 -0.12631 -3.24356
C 0.03325 -0.07287 -3.33815
C -0.53571 -0.24463 -4.60962
C -1.86247 -0.24912 -4.78866
C -2.68836 -0.12756 -3.64793
C -4.10664 -0.05098 -3.68642
Br -4.90809 0.17812 -5.41528
C -4.87680 0.05297 -2.55345
C -4.21434 0.19160 -1.33769
Br -5.34003 0.54877 0.14805
C -2.81063 0.20618 -1.18773
O -2.24363 0.40611 -0.05746
C -2.04539 0.01546 -2.37618
N -0.67914 0.07762 -2.25878
H 2.00494 -0.64818 -4.08128
H 1.82918 -0.60289 -2.31494
H 1.95793 0.86533 -3.25156
H 0.19135 -0.30055 -5.43374
H -2.24177 -0.35803 -5.79839
H -5.95982 0.18551 -2.61781
N 4.03483 1.57042 -0.34269
C 2.94201 0.77252 -0.18536
N 1.90435 1.41684 -0.62903
C 2.41456 2.60551 -1.08145
N 3.69962 2.75113 -1.00353
C 1.48753 3.60103 -1.70375
C 1.77231 4.91757 -1.94768
N 0.85990 5.70342 -2.46652
C -0.29717 5.17767 -2.82049
C -0.58068 3.83935 -2.62342
N 0.29702 3.05735 -2.03109
H 4.98040 1.32931 -0.14446
H 2.98498 -0.18641 0.29316
H 2.76794 5.36587 -1.75700
H -1.03391 5.82000 -3.23271
H -1.51161 3.39501 -2.97907
O 0.41820 -0.05430 1.23209
P 0.03006 -0.19890 2.68223
N -0.90509 -1.53206 2.81539
C -1.31986 -2.41610 1.73682
C -2.69957 -2.94698 2.18689
C -2.59551 -3.00947 3.73395
C -1.52107 -1.91311 4.07878
N -0.74045 1.04992 3.38394
C 0.00657 2.24493 3.80243
C -1.10389 3.19374 4.26166
C -2.19724 2.94260 3.22161
C -2.17334 1.40106 3.18833
N 1.45750 -0.36313 3.62383
C 1.96492 -1.75704 3.76812
C 2.99682 -1.92418 2.66811
C 3.72483 -0.59346 2.80128
C 2.63416 0.44681 3.09044
H -0.62073 -3.23983 1.57048
H -1.41924 -1.83876 0.81168
H -2.95164 -3.91351 1.74294
H -3.48470 -2.19615 1.93363
H -2.28174 -3.97698 4.11457
H -3.56717 -2.81466 4.20420
H -0.78254 -2.30149 4.76151
H -2.05859 -1.07818 4.52112
H 0.42590 2.72880 2.90257
H 0.72389 1.98428 4.59319
H -0.72306 4.22989 4.28363
H -1.44660 2.96931 5.28148
H -1.80331 3.33343 2.25815
H -3.17853 3.32875 3.45182
H -2.47376 0.98968 2.22035
H -2.76514 0.90592 3.95027
H 1.16915 -2.48840 3.67265
H 2.46309 -1.86556 4.72378
H 2.50797 -2.13449 1.70040
H 3.64398 -2.80451 2.83935
H 4.33815 -0.26438 1.95738
H 4.38786 -0.64563 3.66292
H 2.36162 1.00140 2.23802
H 2.91838 1.15060 3.89898
S 1.65526 -2.89835 -0.63358
C 1.48114 -3.23942 -2.25287
N 2.59188 -3.40112 -3.02801
C 2.61312 -3.61544 -4.34742
C 1.45987 -3.60064 -5.05578
C 0.24148 -3.37274 -4.35933
C 0.24114 -3.18671 -3.00757
H 3.45928 -3.33598 -2.50010
H 3.55591 -3.73225 -4.82271
H 1.40047 -3.91075 -6.08351
H -0.69185 -3.38463 -4.92527
H -0.63208 -2.96950 -2.41972
F -0.22847 2.84757 0.56928
*
```



Below is an isolated molecule of C5H11N, with properties calculated with ωB97M-V/def2-TZVPD.

Values from the calculation:
Energy relative to the best compared isomer or geometry (same formula, charge and spin), kcal/mol: 39.0
Highest occupied orbital energy, eV: -8.17
SMILES string: CN1CC1(C)C

ORCA input file:
```
! wB97M-V def2-TZVPD RIJCOSX def2/J DEFGRID3
* xyz 0 1
C -0.85633 -1.38827 1.43578
N 0.08024 -0.48290 0.82997
C 1.33670 -0.50478 0.17173
C 0.19441 0.35703 -0.31439
C -0.37224 0.02344 -1.69062
C 0.13246 1.82746 0.05348
H -1.35278 -0.86241 2.26650
H -1.64513 -1.78876 0.77884
H -0.31617 -2.23035 1.88055
H 1.63859 -1.32934 -0.48625
H 2.17108 -0.05204 0.71464
H 0.12786 0.64688 -2.44539
H -1.44536 0.23744 -1.75902
H -0.20739 -1.02291 -1.97060
H 0.68258 2.47567 -0.63679
H -0.91553 2.15391 0.07136
H 0.53284 1.94299 1.06484
*
```



Below is a structure of composition C52H56Cl3CoFN3P2S in a non-equilibrium geometry, with properties calculated with ωB97M-V/def2-TZVPD.

Values from the calculation:
<S²>: 6.06
Highest occupied orbital energy (spin up / spin down), eV: -1.30 / -1.25

ORCA input file:
```
! wB97M-V def2-TZVPD RIJCOSX def2/J DEFGRID3
* xyz -2 5
Co -0.58058 0.56263 0.34911
C 1.54431 -6.89220 -2.66806
S 2.62751 -6.99500 -1.22003
C 1.77161 -5.80047 -0.14135
C 2.07155 -4.33907 -0.44569
C 0.91436 -3.47094 0.07945
N 1.12716 -2.04337 0.03167
P 0.82194 -0.75394 -1.42734
C 2.36269 -1.38401 -2.28634
C 3.49154 -1.82667 -1.60748
C 4.61660 -2.28833 -2.27957
C 4.64252 -2.30703 -3.66405
C 3.52779 -1.85843 -4.36242
C 2.41001 -1.40134 -3.68341
C -0.41132 -1.71780 -2.41959
C -1.58615 -1.04605 -2.76352
C -2.52672 -1.63677 -3.58816
C -2.30219 -2.90817 -4.10406
C -1.13559 -3.57952 -3.77955
C -0.19873 -2.98862 -2.93748
P 1.42654 -1.09573 1.37138
C 3.16870 -1.60380 1.86180
C 4.20059 -0.75038 1.46941
C 5.53133 -1.09148 1.66836
C 5.85052 -2.30033 2.27046
C 4.83377 -3.14666 2.69368
C 3.50506 -2.79773 2.49781
C 0.68314 -1.81364 2.90949
C 1.23165 -1.33912 4.10605
C 0.76737 -1.77690 5.33441
C -0.25660 -2.71365 5.39411
C -0.84317 -3.15295 4.21875
C -0.39395 -2.69356 2.98568
H 1.89138 -7.64120 -3.37713
H 1.60098 -5.90346 -3.12111
H 0.51935 -7.11135 -2.37222
H 2.06806 -6.06626 0.87403
H 0.70353 -6.00609 -0.25058
H 2.19251 -4.19487 -1.52092
H 3.01010 -4.04433 0.02639
H 0.71823 -3.78876 1.10944
H 0.01558 -3.70471 -0.50526
H 3.48925 -1.83107 -0.53233
H 5.47171 -2.64109 -1.71299
H 5.51446 -2.67166 -4.19571
H 3.53295 -1.86074 -5.44699
H 1.55633 -1.04695 -4.24287
H -1.73720 -0.03966 -2.39049
H -3.43839 -1.10686 -3.83942
H -3.02708 -3.36881 -4.76663
H -0.93732 -4.56304 -4.19379
H 0.71854 -3.52035 -2.71641
H 3.94200 0.19036 0.99347
H 6.32066 -0.41989 1.35084
H 6.88767 -2.58129 2.41368
H 5.07990 -4.08503 3.17882
H 2.71929 -3.46204 2.84094
H 2.03235 -0.60718 4.06544
H 1.19985 -1.38054 6.24621
H -0.60403 -3.07837 6.35426
H -1.67449 -3.84788 4.25795
H -0.91186 -2.98970 2.08632
Cl -1.97912 -1.28904 0.33938
F 0.75717 0.47254 -2.75278
Cl 2.10328 2.57175 2.40954
C 0.84346 2.43273 3.59023
C 1.02759 3.02086 4.81968
C 0.04504 2.91270 5.80072
C -1.11994 2.20319 5.52062
C -1.30315 1.62650 4.28708
Cl -2.77034 0.76171 3.98452
C -0.34318 1.70208 3.21311
N -0.54794 1.18656 2.03768
H 1.94632 3.55882 5.01586
H 0.18058 3.37510 6.76970
H -1.89443 2.09677 6.26976
C -0.33048 5.26892 -4.36675
C 0.04296 4.39992 -3.18891
C 1.37219 4.24629 -2.82037
C 1.68617 3.40616 -1.75240
C 3.11419 3.13188 -1.35818
C 0.67300 2.78917 -1.05537
C -0.70626 2.92038 -1.36973
C -0.96679 3.74763 -2.49394
N -1.60044 2.20179 -0.62547
C -2.94625 2.68392 -0.29306
C -3.87765 1.48162 -0.08906
C -5.27427 1.90712 0.37001
C -5.90656 2.81980 -0.68092
C -5.01840 4.05023 -0.85527
C -4.92467 4.80540 0.47103
C -4.28418 3.88901 1.51425
C -5.16382 2.65133 1.70279
C -2.89001 3.45764 1.04581
C -3.61781 3.62624 -1.31580
H 0.55337 5.56083 -4.93720
H -0.83543 6.18099 -4.03500
H -1.01343 4.74230 -5.03732
H 2.16117 4.74550 -3.37606
H 3.81448 3.75300 -1.92011
H 3.34793 2.08157 -1.55481
H 3.26298 3.31209 -0.29144
H 0.93449 2.15189 -0.21450
H -1.96284 3.84332 -2.89584
H -3.43575 0.83404 0.66306
H -3.93852 0.91018 -1.02088
H -5.89432 1.01262 0.50076
H -6.91694 3.12100 -0.37424
H -5.99218 2.28426 -1.63287
H -5.45310 4.70991 -1.61786
H -5.92652 5.11088 0.79960
H -4.32280 5.71242 0.34680
H -4.19326 4.42298 2.46867
H -6.16024 2.94477 2.05998
H -4.71649 1.99560 2.45174
H -2.43732 2.80179 1.78800
H -2.23585 4.32970 0.92788
H -3.01288 4.52631 -1.43597
H -3.70033 3.11918 -2.28258
*
```



Below is a structure of composition C5H7NO in a non-equilibrium geometry, with properties calculated with ωB97M-V/def2-TZVPD.

Values from the calculation:
Energy relative to the best compared isomer or geometry (same formula, charge and spin), kcal/mol: 164.4
Highest occupied orbital energy, eV: -8.39

ORCA input file:
```
! wB97M-V def2-TZVPD RIJCOSX def2/J DEFGRID3
* xyz 0 1
C -0.74882 -0.13907 -0.46288
C 0.17475 1.15722 -0.04486
C 0.13603 -0.86901 0.60065
C 1.31974 -0.77578 -0.12229
C 1.41073 0.58865 -0.35086
H -2.78100 -0.52718 -0.92034
H -0.90096 -0.49790 -1.63545
H -0.12362 2.18467 -0.51029
H -0.87926 0.64675 1.89859
H 0.09021 -1.67229 1.31767
H 1.95824 -1.56040 -0.08630
H 2.26188 0.85623 -1.06829
N 0.10593 0.58661 1.39490
O -2.02387 0.02150 -0.01027
*
```